No. 1
7
Properties=species:S:1:pos:R:3:nbo_charge:R:1 method="wB97M-V/def2-TZVPD" homo_energy_ev=-10.40 fmax_ev_per_a=4.3 e_above_lowest_ev=0.599 orbital_gap_ev=10.00 e_tot_ev=-13742.9809 lumo_energy_ha=-0.015 smiles=N#C[C@@H](O)I
I -2.1944 -0.6460 0.1431 0.178
O 0.8463 -1.2165 0.3507 -0.698
N 0.4603 2.2414 0.1664 -0.243
C 0.1794 1.1634 -0.0873 0.191
C -0.1758 -0.1797 -0.3993 -0.155
H -0.0132 -0.4394 -1.4410 0.256
H 0.8974 -0.9232 1.2676 0.471

***

No. 2
9
Properties=species:S:1:pos:R:3:nbo_charge:R:1 method="wB97M-V/def2-TZVPD" homo_energy_ev=-9.58 fmax_ev_per_a=1.8 e_above_lowest_ev=0.011 orbital_gap_ev=9.20 e_tot_ev=-17839.8686 lumo_energy_ha=-0.014 smiles="O=C=O.O=CNI"
I 2.9329 0.9299 0.2977 0.350
O -0.4960 -2.3780 -0.7606 -0.520
O 0.0544 0.5811 -0.8299 -0.599
O -2.2784 -1.4401 -1.8437 -0.513
N 1.0803 1.0634 1.1097 -0.797
C 0.0054 0.8622 0.3340 0.509
C -1.3841 -1.9037 -1.3033 1.032
H 1.0178 1.3222 2.0833 0.413
H -0.9323 0.9630 0.9129 0.125

***

No. 3
9
Properties=species:S:1:pos:R:3:nbo_charge:R:1 method="wB97M-V/def2-TZVPD" homo_energy_ev=-9.66 fmax_ev_per_a=2.1 e_above_lowest_ev=3.130 orbital_gap_ev=9.70 e_tot_ev=-17836.7496 lumo_energy_ha=0.001 smiles="C#[N+][O-].O=C=O.I"
I -2.9444 0.5677 1.6015 -0.169
O 1.6346 -2.2015 -0.8986 -0.507
O -1.1699 0.9378 -1.1862 -0.368
O 1.0700 -1.9486 1.3132 -0.515
N -0.0683 1.0934 -0.7801 0.206
C 0.9845 0.8917 -0.2909 -0.066
C 1.3479 -2.0836 0.1994 1.022
H 1.8413 1.4927 0.0185 0.251
H -2.6958 1.2504 0.0231 0.145

***

No. 4
9
Properties=species:S:1:pos:R:3:nbo_charge:R:1 method="wB97M-V/def2-TZVPD" homo_energy_ev="-8.68 / -8.69" fmax_ev_per_a=5.1 e_above_lowest_ev=6.155 orbital_gap_ev="6.83 / 6.84" e_tot_ev=-17833.7242 lumo_energy_ha="-0.068 / -0.068"
I -2.0343 -3.3295 0.4311 -0.132
O -0.0463 0.3488 1.5379 -0.279
O -1.5752 1.0667 3.1734 -0.395
O -3.6974 -0.8051 0.5521 -0.495
N -0.2184 -0.0999 0.2812 -0.474
C -1.0577 0.4762 2.3204 0.939
C -2.5912 -1.1665 0.7439 0.239
H -1.3320 -0.6499 0.4443 0.246
H 0.4474 -0.7466 0.0670 0.349

***

No. 5
9
Properties=species:S:1:pos:R:3:nbo_charge:R:1 method="wB97M-V/def2-TZVPD" homo_energy_ev="-8.48 / -9.36" fmax_ev_per_a=4.7 e_above_lowest_ev=5.960 orbital_gap_ev="6.21 / 7.58" e_tot_ev=-17833.9188 lumo_energy_ha="-0.083 / -0.065"
I -3.8164 0.8457 -0.0992 -0.004
O 0.3235 -1.9025 0.1210 -0.459
O -2.0079 -0.2373 0.5969 -0.480
O 1.3239 0.1969 -0.0910 -0.383
N 2.5395 -0.2138 -0.5278 -0.122
C -0.8289 0.1895 0.5417 0.310
C 0.3488 -0.7319 0.1088 0.685
H -0.6177 1.1879 0.3177 0.159
H 2.7352 0.6656 -0.9680 0.294

***

No. 6
8
Properties=species:S:1:pos:R:3:lowdin_charge:R:1 method="wB97M-V/def2-TZVPD" homo_energy_ev="-17.86 / -19.47" fmax_ev_per_a=4.0 total_charge=+2 e_above_lowest_ev=0.000 orbital_gap_ev="4.99 / 7.92" e_tot_ev=-20640.5116 lumo_energy_ha="-0.473 / -0.425"
In -2.6585 0.7036 -0.3522 1.480
P 1.8060 1.1538 -0.1782 1.415
O 1.3376 -0.4411 -0.6011 -0.301
O 0.0700 1.5033 0.0421 -0.271
C -0.6939 0.4784 0.0457 -0.447
C 0.1444 -0.7690 0.1194 -0.212
H 0.3005 -0.9474 1.2139 0.178
H -0.3061 -1.6816 -0.2896 0.158

***

No. 7
6
Properties=species:S:1:pos:R:3:nbo_charge:R:1 method="wB97M-V/def2-TZVPD" homo_energy_ev=-13.03 fmax_ev_per_a=9.9 e_above_lowest_ev=1.543 orbital_gap_ev=12.83 e_tot_ev=-5083.6428 lumo_energy_ha=-0.008 smiles=N#CC#N.[H][H]
N 0.0142 -0.9990 -0.1588 -0.203
N -2.9806 1.0006 -0.1960 -0.172
C -0.7441 -0.2276 0.0082 0.195
C -1.8793 0.6700 0.0427 0.182
H 3.1428 -0.2380 0.2014 -0.002
H 2.4470 -0.2060 0.1025 0.000

***

No. 8
6
Properties=species:S:1:pos:R:3:nbo_charge:R:1 method="wB97M-V/def2-TZVPD" homo_energy_ev=-10.73 fmax_ev_per_a=2.4 e_above_lowest_ev=0.002 orbital_gap_ev=12.02 e_tot_ev=-5085.1829 lumo_energy_ha=0.048 smiles=C#C.N#N
N -3.0178 -0.2095 -0.0813 -0.011
N -4.0258 0.2276 0.0350 0.012
C 1.1820 -0.1374 0.0572 -0.234
C 2.3477 0.1269 -0.0408 -0.234
H 0.1438 -0.3568 0.1524 0.237
H 3.3700 0.3492 -0.1225 0.230

***

No. 9
6
Properties=species:S:1:pos:R:3:nbo_charge:R:1 method="wB97M-V/def2-TZVPD" homo_energy_ev=-12.78 fmax_ev_per_a=6.6 e_above_lowest_ev=0.666 orbital_gap_ev=13.64 e_tot_ev=-5084.5191 lumo_energy_ha=0.032 smiles=C#N.C#N
N 0.5851 -1.2490 1.3305 -0.303
N -0.4479 0.8120 -1.9599 -0.307
C -0.4155 -0.6241 1.3146 0.083
C 0.3868 0.5385 -1.2626 0.070
H 1.0250 0.4939 -0.4459 0.231
H -1.1335 0.0287 1.0234 0.226

***

No. 10
7
Properties=species:S:1:pos:R:3:nbo_charge:R:1 method="wB97M-V/def2-TZVPD" homo_energy_ev=-11.03 fmax_ev_per_a=5.3 e_above_lowest_ev=3.066 orbital_gap_ev=11.54 e_tot_ev=-7130.7777 lumo_energy_ha=0.019 smiles=c1conn1
O 1.0601 0.8640 0.0258 -0.237
N 0.6921 -1.2057 -0.0086 -0.248
N 1.5803 -0.2734 -0.0757 0.145
C -0.5592 -0.5618 0.0362 -0.121
C -0.3687 0.7047 -0.1859 0.002
H -1.5203 -1.0478 -0.1010 0.235
H -0.8844 1.5200 0.3092 0.225

***

No. 11
7
Properties=species:S:1:pos:R:3:nbo_charge:R:1 method="wB97M-V/def2-TZVPD" homo_energy_ev=-10.42 fmax_ev_per_a=4.8 e_above_lowest_ev=4.869 orbital_gap_ev=11.30 e_tot_ev=-7128.9749 lumo_energy_ha=0.032 smiles=C#[N+][O-].C#N
O 0.3157 1.5920 -0.5065 -0.438
N -1.7188 -1.0773 0.0608 -0.370
N 0.8639 0.9104 0.3245 0.169
C 0.8838 0.1705 1.1701 0.043
C -1.1767 -0.6329 -0.8578 0.057
H 1.2157 -0.7207 1.5969 0.239
H -0.3836 -0.2419 -1.7880 0.299

***

No. 12
7
Properties=species:S:1:pos:R:3:nbo_charge:R:1 method="wB97M-V/def2-TZVPD" homo_energy_ev="-8.94 / -8.32" fmax_ev_per_a=3.7 e_above_lowest_ev=8.355 orbital_gap_ev="9.00 / 7.59" e_tot_ev=-7125.4889 lumo_energy_ha="0.002 / -0.027"
O 1.6965 -0.4954 0.5954 -0.101
N 1.3357 -1.5256 0.2938 0.183
N 0.5496 0.9424 -0.1691 -0.281
C -0.8380 -0.2316 -0.6520 -0.087
C -0.7287 0.9050 0.0530 -0.109
H -0.6137 -1.2902 -0.4442 0.219
H -1.4015 1.6953 0.3231 0.176

***

No. 13
7
Properties=species:S:1:pos:R:3:lowdin_spin:R:1 method="wB97M-V/def2-TZVPD" homo_energy_ev="-4.38 / -10.19" s2=2.005 fmax_ev_per_a=8.1 spin_multiplicity=3 e_above_lowest_ev=3.566 orbital_gap_ev="5.07 / 7.90" e_tot_ev=-7126.8074 lumo_energy_ha="0.025 / -0.084"
O 0.6161 -1.4195 0.0229 0.231
N -2.0523 0.4402 -0.4669 0.016
N -2.4103 -0.1898 0.3593 0.008
C 1.0113 1.0677 0.2249 0.900
C 0.8093 -0.1425 0.1503 0.705
H 1.3875 1.9939 0.5768 0.090
H 0.6384 -1.7500 -0.8673 0.051

***

No. 14
8
Properties=species:S:1:pos:R:3:nbo_charge:R:1 method="wB97M-V/def2-TZVPD" homo_energy_ev=-12.17 fmax_ev_per_a=5.3 e_above_lowest_ev=4.985 orbital_gap_ev=11.30 e_tot_ev=-9176.8016 lumo_energy_ha=-0.032 smiles="N#CC[N+](=O)[O-]"
O 1.8220 0.1510 -0.1156 -0.326
O 1.6739 2.3335 -0.0779 -0.344
N 1.3050 1.1948 0.1836 0.516
N -2.0518 1.3804 -0.8221 -0.301
C -1.2911 1.3715 0.0250 0.233
C 0.0790 1.0813 1.0322 -0.313
H 0.0199 0.0215 1.3908 0.268
H -0.2499 1.8571 1.6950 0.268

***

No. 15
9
Properties=species:S:1:pos:R:3:nbo_charge:R:1 method="wB97M-V/def2-TZVPD" homo_energy_ev=-9.29 fmax_ev_per_a=2.9 e_above_lowest_ev=2.665 orbital_gap_ev=8.54 e_tot_ev=-20013.6841 lumo_energy_ha=-0.028
S -2.0681 -0.5979 -1.3623 1.372
O 0.2298 -1.4325 0.8831 -0.491
O -2.8303 0.1816 -0.4018 -0.886
N -0.5674 -0.2138 -1.4041 -0.483
N 0.2204 0.6565 -0.9742 -0.099
C 0.9657 0.6502 0.0681 -0.098
C 0.9060 -0.4433 1.0374 0.355
H 1.6141 1.4959 0.2162 0.208
H 1.5298 -0.2968 1.9377 0.122

***

No. 16
9
Properties=species:S:1:pos:R:3:nbo_charge:R:1 method="wB97M-V/def2-TZVPD" homo_energy_ev="-8.07 / -8.07" fmax_ev_per_a=3.4 e_above_lowest_ev=4.530 orbital_gap_ev="7.18 / 7.18" e_tot_ev=-20011.8193 lumo_energy_ha="-0.033 / -0.033"
S -0.8809 0.3966 -0.9524 1.460
O -0.1337 1.3424 -0.1646 -0.868
O 0.4921 -1.0693 -0.5308 -0.527
N -1.9263 -0.3403 0.1747 -1.059
N 2.9111 1.4027 0.3757 -0.246
C 1.5225 -0.7035 0.0172 0.352
C 2.2105 0.4988 0.1871 0.083
H -2.1166 -1.2047 -0.2616 0.378
H -2.0787 -0.3227 1.1549 0.426

***

No. 17
9
Properties=species:S:1:pos:R:3:nbo_charge:R:1 method="wB97M-V/def2-TZVPD" homo_energy_ev=-10.03 fmax_ev_per_a=3.2 e_above_lowest_ev=1.237 orbital_gap_ev=9.94 e_tot_ev=-20015.1124 lumo_energy_ha=-0.003 smiles="N#CC(=O)OSN"
S -1.1719 1.4959 0.2792 0.720
O 0.6231 -0.7237 1.4541 -0.527
O 0.4493 0.9166 -0.1820 -0.636
N 3.0226 -0.9048 -0.8261 -0.228
N -2.0536 0.2566 -0.2397 -0.995
C 1.0274 -0.0659 0.5031 0.689
C 2.2026 -0.5335 -0.1388 0.163
H -2.2079 -0.4414 0.4424 0.401
H -1.8917 0.0002 -1.2922 0.412

***

No. 18
9
Properties=species:S:1:pos:R:3:nbo_charge:R:1 method="wB97M-V/def2-TZVPD" homo_energy_ev=-9.44 fmax_ev_per_a=3.9 e_above_lowest_ev=3.188 orbital_gap_ev=8.67 e_tot_ev=-20013.1611 lumo_energy_ha=-0.028 smiles="O=c1cnsn1O"
S 1.7387 -0.2723 1.1607 0.712
O -1.4851 0.3707 -0.8964 -0.616
O -0.4652 1.8362 1.0402 -0.513
N -0.1117 0.5470 0.8908 -0.193
N 1.4065 -1.3754 0.1157 -0.557
C 0.3505 -1.1940 -0.6540 -0.032
C -0.4664 -0.0140 -0.3302 0.492
H -1.1196 1.8824 0.1676 0.488
H 0.1522 -1.7807 -1.4944 0.218

***

No. 19
10
Properties=species:S:1:pos:R:3:nbo_charge:R:1 method="wB97M-V/def2-TZVPD" homo_energy_ev=-9.30 fmax_ev_per_a=4.4 e_above_lowest_ev=2.394 orbital_gap_ev=8.95 e_tot_ev=-30849.4925 lumo_energy_ha=-0.013 smiles="O=S(=O)=c1[nH]ncs1"
S -0.4571 -1.7652 0.2849 0.487
S 2.4581 0.1396 0.1161 1.652
O 2.2155 -0.3992 -1.2553 -0.930
O 2.2733 1.5224 0.3697 -0.961
N -0.4338 0.7094 0.2125 -0.352
N -1.6780 0.4435 -0.1244 -0.205
C 0.4253 -0.3196 0.5410 -0.201
C -1.8622 -0.8380 -0.1589 -0.187
H -0.0704 1.6126 0.4802 0.446
H -2.8707 -1.1054 -0.4658 0.250

***

No. 20
9
Properties=species:S:1:pos:R:3:nbo_charge:R:1 method="wB97M-V/def2-TZVPD" homo_energy_ev=-10.13 fmax_ev_per_a=7.0 e_above_lowest_ev=4.754 orbital_gap_ev=10.09 e_tot_ev=-11224.0507 lumo_energy_ha=-0.002 smiles="O=c1ncon1O"
O -2.0474 0.3884 0.8514 -0.524
O 1.0719 -0.3920 -0.6434 -0.340
O -0.5540 0.7979 -1.5947 -0.493
N 0.0713 0.7103 -0.4840 0.049
N 0.1584 -0.5233 1.5650 -0.527
C 1.0107 -0.8923 0.6364 0.426
C -0.7806 0.2226 0.7533 0.706
H -0.5514 1.6861 -1.8190 0.483
H 1.6210 -1.9977 0.7350 0.219